{"formula": "C4H6N2O2", "method": "ωB97M-V/def2-TZVPD", "gap_ev": 8.73, "e_homo_ev": -8.8, "largest_force_ha_per_bohr": 0.0303, "lumo_ev": -0.064, "species": ["C", "C", "C", "N", "C", "N", "O", "O", "H", "H", "H", "H", "H", "H"], "positions_angstrom": [[0.353282, -0.647770, 1.287312], [-0.028951, 0.136972, -0.911656], [0.230336, 0.629103, 0.492162], [-0.223005, 1.014933, -1.895252], [-0.231850, -1.639766, 0.284397], [0.231958, 1.857678, 0.778280], [0.518612, -1.036195, -1.151162], [-0.462818, -2.802068, 0.332413], [-0.245865, 0.703262, -2.851194], [-0.415492, 1.976049, -1.660755], [0.368530, 2.032006, 1.773484], [-1.259001, -0.678220, -0.177754], [-0.233624, -0.650239, 2.204578], [1.397889, -0.895743, 1.495148]], "atomic_forces_ev_per_a": [[0.3, 0.1, -0.2], [1.3, -0.3, -0.8], [-0.6, -0.2, 0.4], [-0.2, -0.4, 0.4], [-0.9, 0.7, 0.1], [0.0, -0.2, -0.2], [-0.3, 0.7, 0.0], [0.1, 0.3, -0.2], [0.0, 0.0, 0.0], [0.0, 0.0, 0.0], [0.1, -0.1, -0.1], [0.1, -0.7, 0.4], [0.0, 0.0, -0.1], [0.0, 0.0, 0.1]]}

---

{"formula": "C4H6N2O2", "method": "ωB97M-V/def2-TZVPD", "smiles": "O=C/C=C\\NNC=O", "gap_ev": 9.02, "e_homo_ev": -8.9, "largest_force_ha_per_bohr": 0.0962, "lumo_ev": 0.149, "species": ["O", "C", "C", "C", "N", "N", "C", "O", "H", "H", "H", "H", "H", "H"], "positions_angstrom": [[-1.782553, -1.556486, -0.233727], [-2.421800, -0.539834, 0.091579], [-1.930414, 0.894442, 0.021364], [-0.713163, 1.478318, -0.046799], [0.518141, 0.938638, -0.063872], [0.910199, -0.499404, 0.121258], [2.197048, -0.722958, 0.149661], [3.087507, 0.109204, -0.068394], [-3.586803, -0.615143, 0.588204], [-2.849350, 1.507373, 0.361104], [-0.780169, 2.491637, -0.135117], [1.367255, 1.408190, -0.219762], [0.148220, -1.141362, -0.104356], [2.472814, -1.806890, 0.230355]], "atomic_forces_ev_per_a": [[-1.3, 1.9, 0.6], [0.2, -0.3, 0.7], [-3.6, -1.5, 1.6], [0.1, -3.4, 0.0], [0.2, -3.0, 0.2], [-3.6, 3.4, -0.1], [3.3, -0.7, -1.4], [-1.3, -0.4, 0.8], [2.9, 0.0, -1.5], [1.9, -0.3, -1.1], [0.6, 2.8, 0.0], [0.9, 1.1, -0.3], [0.1, -0.2, 0.2], [-0.5, 0.6, 0.2]]}